Record 1
A cluster of 7 separate species, CH16O6S in total at a distorted geometry. Source: the OMol25 dataset; level of theory: wB97M-V/def2-TZVPD.

Last column: natural (NBO) charge in e.
Geometry (Å):
H (-0.10891, 1.17936, -2.11130)  0.49
H (2.76135, -0.91164, 1.19527)  0.20
H (3.23641, 0.73936, 1.23755)  0.23
H (0.48656, -2.99861, 0.96748)  0.47
H (-2.14605, -0.26155, -1.89830)  0.48
O (-1.51785, -0.19371, -1.17781)  -0.99
H (0.73705, -2.01769, -2.23182)  0.48
H (0.28623, -0.20709, 2.37016)  0.12
O (0.33600, -3.90342, 1.23741)  -0.93
H (2.78279, -0.03680, 2.79913)  0.23
H (0.68483, 2.56044, -1.97532)  0.48
H (-0.80723, -0.80555, -1.30906)  0.50
H (-2.92768, 0.76527, -0.13125)  0.47
H (-0.64915, 3.29128, 1.17267)  0.48
C (2.56954, 0.08528, 1.67094)  -0.77
O (0.74977, -1.80837, -1.29960)  -0.96
O (0.49695, 1.79583, -2.56914)  -0.97
H (-0.63588, -3.98559, 0.98735)  0.47
O (-0.55131, 3.85124, 0.43884)  -0.95
H (-3.60577, -0.22299, 0.54290)  0.46
S (0.94436, 0.58456, 1.48300)  -0.02
H (-1.01435, 3.55144, -0.33983)  0.47
O (-3.78050, 0.53842, 0.03741)  -0.93
H (1.67286, -1.58948, -1.09667)  0.49

Forces on atoms 1 to 6 (eV/Å):
H 0.3400 0.6606 0.1179
H -0.0900 0.6952 0.4577
H 1.2676 1.7636 -0.7895
H 0.3750 0.4426 -0.1806
H -0.0843 -0.2289 -0.1575
O -0.5682 1.0913 0.1541

Results
frontier orbital gap	9.4	eV
E_HOMO	-9.4	eV
ΔE to the lowest compared entry with this formula, charge and spin	30.3	kcal/mol
structure (SMILES)	CS.O.O.O.O.O.O
LUMO energy	0.00	eV

Record 2
A cluster of 7 separate species, CH16O7 in total at a distorted geometry. Source: the OMol25 dataset; level of theory: wB97M-V/def2-TZVPD.

Last column: natural (NBO) charge in e.
Geometry (Å):
H (0.92178, 2.15690, 3.23028)  0.48
O (2.06118, -2.15776, -1.93831)  -0.94
H (-2.72075, 1.76057, 0.10343)  0.23
O (1.42774, 1.45014, 2.80593)  -0.95
O (-1.14229, -2.18553, 0.51097)  -0.94
H (-2.93942, 0.10787, 0.56737)  0.36
O (0.91520, 0.31912, -0.43497)  -1.02
H (1.57233, 0.57829, 0.22359)  0.51
H (1.24554, -1.66463, -1.99670)  0.47
H (-1.09892, -1.29842, 0.14675)  0.45
O (-2.01190, 0.16323, 2.59392)  -0.86
H (-0.47252, -2.68793, 0.03181)  0.50
O (2.20889, 1.16789, -2.57412)  -0.96
C (-2.68491, 0.78942, -0.31350)  -0.29
H (1.92908, 1.22198, -3.47072)  0.50
H (1.07379, 0.69871, 3.29118)  0.47
H (-3.44841, 0.57746, -1.07439)  0.30
H (3.14604, 0.98075, -2.51032)  0.51
H (-2.02184, -0.79111, 2.40864)  0.50
H (-0.78298, 1.09825, -0.52008)  0.55
H (2.69710, -1.73174, -1.36608)  0.47
H (1.22965, 0.69118, -1.30467)  0.51
O (-1.47313, 0.43861, -0.79299)  -0.31
H (-1.30833, 0.47615, 2.03264)  0.46

Forces on atoms 1 to 6 (eV/Å):
H 0.3581 0.3165 -0.2002
O 0.1273 -0.9585 -0.5341
H -0.0340 1.1354 0.3586
O -0.7631 0.0463 0.0786
O -0.2890 0.1833 0.2206
H -0.0873 -0.2686 0.1663

Results
spin multiplicity	2
frontier orbital gap (alpha / beta)	10.8 / 4.5	eV
E_HOMO (alpha / beta)	-14.3 / -14.3	eV
net charge	+1
ΔE to the lowest compared entry with this formula, charge and spin	0.7	kcal/mol
LUMO energy (alpha / beta)	-3.53 / -9.81	eV

Record-wise electronic energy values, in eV: -24416.092, -15618.683